# 1
{"formula": "C4H3BrN2S", "method": "wB97M-V/def2-TZVPD", "elements": ["C", "C", "C", "C", "N", "N", "S", "Br", "H", "H", "H"], "coordinates": [[0.426436, 1.185237, -0.058494], [1.430379, 0.243262, 0.141837], [-1.927994, 1.400719, -0.059664], [-0.186439, -1.429158, 0.073146], [-0.860764, 0.606111, -0.068313], [1.058091, -1.079149, 0.159300], [-1.297428, -2.534743, 0.068640], [-3.566646, 0.612586, 0.032486], [0.624235, 2.302490, -0.245727], [2.436995, 0.383550, -0.119511], [1.863138, -1.690905, 0.076301]], "atomic_forces_ev_per_a": [[1.384, -0.884, 0.179], [-2.324, 3.570, -1.340], [3.199, -0.064, -0.120], [-1.913, 0.985, -0.031], [0.413, 0.333, 0.383], [0.235, -0.570, 0.028], [0.507, -0.101, -0.005], [-1.447, -1.089, 0.043], [-0.530, -2.023, 0.429], [1.189, 0.544, 0.288], [-0.712, -0.701, 0.145]], "homo_lumo_gap_ev": [6.89, 6.89], "e_above_lowest_ev": 2.0674, "lumo_ha": [-0.0202, -0.0202]}



# 2
{"formula": "C4H3BrO", "method": "wB97M-V/def2-TZVPD", "elements": ["O", "C", "C", "C", "C", "Br", "H", "H", "H"], "coordinates": [[1.528631, -2.584023, -0.000019], [1.281330, -1.421679, 0.000022], [-0.011536, -0.571856, 0.000017], [0.933056, 0.608356, -0.000023], [2.044610, -0.146174, -0.000001], [3.875027, 0.257191, 0.000001], [-0.627277, -0.689121, 0.890385], [-0.627336, -0.689168, -0.890304], [0.752984, 1.666345, -0.000081]], "atomic_forces_ev_per_a": [[0.027, -0.082, 0.000], [-0.063, -0.019, 0.000], [-0.517, -0.124, 0.000], [0.441, -0.464, 0.000], [0.369, 0.634, 0.000], [-0.242, -0.085, 0.000], [-0.029, -0.032, 0.056], [-0.029, -0.032, -0.056], [0.044, 0.203, 0.000]], "smiles": "O=C1CC=C1Br", "homo_lumo_gap_ev": 10.13, "e_above_lowest_ev": 0.0000, "lumo_ha": 0.0076}



# 3
{"formula": "C4H3BrOS", "method": "wB97M-V/def2-TZVPD", "elements": ["O", "S", "Br", "C", "C", "C", "C", "H", "H", "H"], "coordinates": [[-1.594113, 1.568670, -0.967747], [-1.160483, 0.548052, -0.095417], [-2.836512, -0.920319, -0.116722], [-0.092980, 1.192551, 1.262830], [0.936014, 0.313535, 1.147757], [1.051987, -0.584306, -0.022498], [0.108609, -0.399106, -0.955505], [1.784799, 0.323753, 1.842565], [1.953971, -1.191500, -0.149638], [-0.151289, -0.851329, -1.945623]], "atomic_forces_ev_per_a": [[-1.232, 2.026, -0.899], [2.379, -0.507, -1.331], [0.226, -0.092, 0.649], [-0.336, -0.976, 1.377], [-0.357, 0.169, 0.505], [0.176, -0.143, -1.140], [-0.743, -1.503, 0.071], [-0.277, 0.467, -0.367], [-0.385, 0.210, -0.085], [0.551, 0.350, 1.220]], "smiles": "O=[S@]1(Br)=C=CC=C1", "homo_lumo_gap_ev": [7.19, 7.19], "e_above_lowest_ev": 4.8095, "lumo_ha": [-0.0711, -0.0711]}



Record-wise F_max values, in Eh/bohr: 0.0869 0.0143 0.0539